# 1
This record from the OMol25 dataset describes 2 unconnected molecules or ions with the total composition C2H5Br2OPS in a non-equilibrium geometry. The level of theory is ωB97M-V with the def2-TZVPD basis set.

Element x y z (Å)
C 0.704 -1.678 0.058
C -0.745 -1.407 -0.238
O -0.997 3.833 -0.076
P -0.289 2.635 0.275
S -1.449 -0.338 1.036
Br 1.203 3.169 1.881
Br 0.646 1.771 -1.615
H 1.165 -2.081 -0.903
H 1.184 -0.681 0.187
H 0.808 -2.471 0.885
H -1.511 -2.121 -0.370
H -0.719 -0.630 -1.118

Results
total charge: 0
E_HOMO (spin up / spin down): -9.04 / -9.17 eV
molecular weight: 267.91 g mol⁻¹
HOMO-LUMO gap (spin up / spin down): 0.2011 / 0.2067 hartree
ΔE to the lowest compared entry with this formula, charge and spin: 3.045 eV
maximum force: 0.0865 hartree/bohr

# 2
This record from the OMol25 dataset describes a molecular structure, C12H24AuN4O2Ta in a non-equilibrium geometry. The level of theory is ωB97M-V with the def2-TZVPD basis set.

Element x y z (Å)
N 2.205 -0.430 1.064
C 3.269 -0.839 1.477
O 4.329 -1.248 1.797
Au 1.478 0.534 -2.029
Ta 0.409 -0.043 0.338
N -0.563 -1.575 -0.427
N -0.316 1.745 -0.120
C -0.431 -2.989 -0.041
C 0.346 3.053 -0.251
C 0.744 -3.576 -0.826
C -1.719 -3.744 -0.373
C -0.144 -3.117 1.450
C 0.056 3.600 -1.642
C -0.187 4.002 0.828
C 1.848 2.924 -0.067
H 0.575 -3.511 -1.907
H 0.864 -4.634 -0.548
H 1.678 -3.041 -0.591
H -2.579 -3.268 0.112
H -1.626 -4.767 0.015
H -1.901 -3.808 -1.452
H 0.800 -2.633 1.744
H -0.056 -4.191 1.673
H -0.968 -2.716 2.053
H 0.374 2.880 -2.409
H 0.622 4.532 -1.783
H -1.009 3.815 -1.780
H -1.254 4.211 0.710
H 0.354 4.954 0.749
H -0.009 3.582 1.825
H 2.119 2.464 0.891
H 2.270 3.939 -0.100
H 2.330 2.357 -0.886
C -1.784 1.747 -0.344
H -2.241 0.822 0.039
H -2.253 2.582 0.192
H -2.043 1.822 -1.413
C -1.091 -1.374 -1.792
H -2.188 -1.254 -1.781
H -0.639 -0.478 -2.260
H -0.824 -2.227 -2.433
O -0.327 -0.070 4.623
C -0.291 -0.033 3.442
N -0.226 0.006 2.234

Results
total charge: +2
E_HOMO (spin up / spin down): -16.30 / -16.45 eV
molecular weight: 634.26 g mol⁻¹
HOMO-LUMO gap (spin up / spin down): 0.1949 / 0.2087 hartree
ΔE to the lowest compared entry with this formula, charge and spin: 1.310 eV
maximum force: 0.1103 hartree/bohr

# 3
This record from the OMol25 dataset describes a gas-phase ion, CH2N3O3 (charge -1) in a non-equilibrium geometry. The level of theory is ωB97M-V with the def2-TZVPD basis set.

Element x y z (Å)
H -1.605 0.852 -0.905
N -1.571 0.697 0.043
N -0.673 -0.007 0.428
O 0.028 -0.712 -0.651
N 1.025 -1.681 -0.811
C 2.103 -1.595 0.018
O 3.063 -2.319 0.020
O 2.051 -0.719 1.061
H 1.165 -0.221 0.818

Results
total charge: -1
SMILES: [H]/N=N\O/N=C(/[O-])O
E_HOMO (spin up / spin down): -3.37 / -3.37 eV
molecular weight: 104.05 g mol⁻¹
HOMO-LUMO gap (spin up / spin down): 0.2877 / 0.2877 hartree
ΔE to the lowest compared entry with this formula, charge and spin: 3.878 eV
maximum force: 0.0848 hartree/bohr

> Which of these has the lowest total charge?

CH2N3O3